[1]
ORCA calculation (ωB97M-V with the def2-TZVPD basis set) on a cluster of 15 separate species, C15H60N30O15 in total at a distorted geometry.

Energy above the lowest of the compared OMol25 structures with the same formula, charge and spin: 560.2 kJ/mol
Kohn-Sham gap: 8.15 eV
Net charge: 0

Each line ends with the Mulliken charge.
Atoms and positions in Å:
C1 7.54 23.37 37.65  0.0659
O1 8.12 23.54 38.74  0.0543
N1 6.21 23.36 37.52  -0.4003
N2 8.25 23.28 36.49  -0.5635
H1 5.66 23.18 38.35  0.3095
H2 5.80 23.23 36.62  0.2815
H3 7.82 22.69 35.80  0.2717
H4 9.22 23.15 36.77  0.1168
C2 5.17 22.24 39.62  0.3993
O2 5.35 21.82 38.47  -0.8046
N3 6.03 23.11 40.20  0.0983
N4 4.06 22.05 40.35  -0.4656
H5 6.94 23.33 39.80  0.2086
H6 5.75 23.55 41.05  0.1516
H7 3.23 21.90 39.80  0.2729
H8 3.96 22.34 41.30  0.1803
C3 7.62 26.93 38.89  0.7253
O3 6.91 26.42 39.77  -0.7212
N5 7.14 27.81 37.98  -0.4823
N6 8.77 26.33 38.55  -0.0497
H9 7.78 28.07 37.25  0.1549
H10 6.15 27.98 37.98  0.2294
H11 9.21 26.57 37.68  0.1845
H12 8.98 25.45 38.97  -0.2486
C4 14.38 19.22 43.59  0.1780
O4 13.16 19.15 43.36  -0.2605
N7 15.17 18.15 43.46  -0.2906
N8 14.94 20.22 44.28  -0.4025
H13 14.77 17.25 43.23  0.2345
H14 16.13 18.06 43.74  0.1639
H15 15.81 20.21 44.78  0.1729
H16 14.29 20.99 44.43  0.2345
C5 10.69 21.71 41.64  -0.4481
O5 9.78 21.33 42.38  0.6834
N9 11.97 21.18 41.66  0.6870
N10 10.55 22.55 40.58  2.1432
H17 12.52 21.19 40.81  -0.2043
H18 12.11 20.34 42.24  -0.5425
H19 9.74 23.08 40.31  -0.7703
H20 11.47 22.87 40.32  -0.8461
C6 8.71 20.56 38.49  0.0479
O6 9.92 20.56 38.19  -0.6012
N11 7.70 20.33 37.61  -0.4241
N12 8.40 20.56 39.79  0.1254
H21 6.84 20.74 37.95  0.2207
H22 7.88 20.28 36.62  0.2740
H23 7.46 20.45 40.13  0.1572
H24 9.14 20.62 40.46  -0.0916
C7 12.71 17.53 39.22  0.4237
O7 12.22 16.46 38.84  -0.7601
N13 13.29 17.64 40.42  -0.0441
N14 12.63 18.68 38.53  0.1592
H25 13.53 18.59 40.66  0.0535
H26 13.32 16.89 41.08  0.1792
H27 13.06 19.51 38.89  -0.2296
H28 12.17 18.74 37.64  0.0624
C8 12.66 25.17 38.60  0.6395
O8 12.64 24.31 39.47  -0.3748
N15 13.16 25.10 37.37  -0.3333
N16 12.31 26.48 39.00  -0.5021
H29 13.60 24.23 37.09  0.0989
H30 13.26 25.89 36.76  0.2090
H31 12.55 26.57 39.97  0.2213
H32 12.43 27.20 38.31  0.1589
C9 6.81 21.57 44.92  0.5634
O9 6.00 20.90 45.54  -0.7070
N17 7.34 22.75 45.37  -0.2145
N18 7.13 21.38 43.60  0.0718
H33 7.93 23.22 44.69  0.1182
H34 7.44 23.01 46.33  0.2258
H35 7.89 21.93 43.22  -0.3846
H36 6.58 20.73 43.07  0.1372
C10 15.20 20.76 39.24  0.4298
O10 14.09 21.25 39.45  0.0280
N19 15.87 20.02 40.16  -0.3552
N20 15.77 20.77 38.00  -0.4040
H37 15.42 20.08 41.05  0.0650
H38 16.82 19.76 39.97  0.2013
H39 16.71 20.41 38.07  0.1337
H40 15.41 21.39 37.30  0.2594
C11 12.66 21.67 36.59  0.2825
O11 13.79 21.98 36.22  -0.8402
N21 11.92 20.66 36.08  -0.2900
N22 12.07 22.18 37.71  0.9408
H41 11.04 20.36 36.48  0.1488
H42 12.15 20.11 35.27  0.1811
H43 12.65 22.63 38.40  -0.5044
H44 11.16 21.75 37.91  0.1618
C12 10.20 16.76 42.53  0.3829
O12 9.45 15.88 42.14  -0.7181
N23 11.54 16.59 42.76  -0.3005
N24 9.88 18.08 42.69  0.0966
H45 12.13 17.35 43.04  0.1529
H46 11.96 15.68 42.62  0.2368
H47 10.57 18.69 43.08  -0.1584
H48 8.93 18.22 42.40  0.0971
C13 10.55 19.52 45.75  0.5819
O13 9.53 19.57 46.42  -0.6508
N25 11.70 18.89 46.10  -0.3320
N26 10.75 20.39 44.71  0.0443
H49 11.79 18.61 47.06  0.1913
H50 12.48 18.79 45.47  0.2001
H51 11.50 21.05 44.74  0.0594
H52 9.92 20.58 44.17  -0.1674
C14 15.05 24.38 42.49  0.3334
O14 15.62 24.87 43.46  -0.6942
N27 13.99 25.02 41.92  -0.2339
N28 15.38 23.27 41.78  -0.2239
H53 13.97 24.67 40.97  0.1074
H54 13.80 25.98 42.15  0.2271
H55 16.18 22.72 42.04  0.2385
H56 14.64 22.79 41.29  0.0578
C15 8.75 24.96 42.75  0.6491
O15 8.88 24.64 43.94  -0.7837
N29 7.51 25.10 42.19  -0.1631
N30 9.75 25.16 41.89  -0.1972
H57 6.76 24.67 42.69  0.2816
H58 7.39 25.33 41.21  -0.0123
H59 9.58 25.39 40.94  0.0527
H60 10.68 24.92 42.22  0.0248

***

[2]
ORCA calculation (ωB97M-V with the def2-TZVPD basis set) on a cluster of 22 separate species, C15H67Br2NO28P2 in total at a distorted geometry.

Kohn-Sham gap: 6.11 eV
Net charge: 0

Each line ends with the Mulliken charge.
Atoms and positions in Å:
C1 -3.20 1.44 0.11  0.3626
C2 -2.20 1.18 -0.54  -2.2159
C3 -0.88 0.89 -1.39  2.1039
P1 -1.54 0.01 -2.87  -0.0881
O1 -0.69 0.14 -4.30  -0.3965
O2 -3.21 -0.07 -3.04  -0.6186
C4 -0.64 2.42 -1.92  -0.1637
O3 -0.67 2.88 -3.03  -0.5301
O4 -0.46 3.03 -0.65  -0.5093
C5 0.58 2.16 -0.05  -1.0130
O5 1.72 2.96 -0.40  -0.1401
P2 0.40 2.75 1.76  0.3973
N1 1.52 1.88 2.83  -0.5609
O6 -1.17 2.39 2.38  -0.6084
C6 0.48 0.60 -0.54  3.5481
C7 0.14 -0.26 0.76  -1.6376
C8 -0.06 -1.82 0.65  -0.1911
C9 -1.34 -2.38 -0.07  -0.3568
C10 -2.76 -2.05 0.58  0.0264
C11 -2.76 -1.80 2.14  -1.1048
O7 -2.25 -2.93 2.90  -0.1140
C12 -2.10 -2.43 4.25  -0.6726
C13 1.72 -0.15 -1.15  -1.3970
Br1 1.33 -1.66 -2.43  -0.0512
C14 2.92 0.59 -1.86  -0.3741
C15 4.06 1.14 -0.86  -0.4345
Br2 2.46 1.83 -3.33  -0.1517
H1 -4.28 1.64 0.33  0.4779
H2 -1.11 0.82 -4.89  0.3611
H3 -3.49 -0.85 -2.50  0.3881
H4 1.51 3.87 -0.09  0.6302
H5 2.43 1.83 2.34  0.0770
H6 1.63 2.41 3.71  0.3449
H7 -1.70 3.21 2.37  0.3259
H8 -0.71 0.12 1.39  -0.3878
H9 1.07 -0.18 1.42  0.5931
H10 0.86 -2.40 0.26  0.3666
H11 -0.13 -2.18 1.73  0.4281
H12 -1.43 -2.18 -1.18  0.6138
H13 -1.25 -3.54 0.00  -0.4037
H14 -3.33 -1.22 0.06  -0.1495
H15 -3.41 -2.97 0.41  0.3996
H16 -3.86 -1.72 2.45  0.4871
H17 -2.27 -0.84 2.48  0.3601
H18 -1.32 -1.61 4.33  0.2445
H19 -1.82 -3.25 4.99  0.2395
H20 -3.10 -1.96 4.56  0.2926
H21 2.23 -0.71 -0.29  0.2698
H22 3.51 -0.22 -2.40  0.7715
H23 4.32 2.20 -1.14  0.2159
H24 3.61 1.19 0.19  -0.2363
H25 4.99 0.51 -0.88  0.4344
O8 -5.67 -2.87 0.73  -0.5404
H26 -5.36 -3.16 1.60  0.2456
H27 -6.30 -3.55 0.46  0.2863
O9 -4.67 -2.79 -2.66  -0.5507
H28 -4.90 -3.22 -3.49  0.2523
H29 -5.51 -2.41 -2.36  0.3040
O10 2.45 -2.83 1.37  -0.5207
H30 2.19 -3.76 1.43  0.2488
H31 3.06 -2.71 2.12  0.2363
O11 -3.08 5.32 -2.49  -0.6280
H32 -2.78 4.41 -2.60  0.2852
H33 -2.27 5.83 -2.38  0.3085
O12 -4.81 -2.41 5.82  -0.6388
H34 -4.50 -2.72 6.68  0.3110
H35 -5.46 -3.07 5.55  0.3046
O13 -0.32 -5.64 -0.24  -0.7116
H36 -0.96 -6.30 0.06  0.2920
H37 -0.79 -5.16 -0.94  0.3140
O14 5.03 -1.33 2.44  -0.5854
H38 4.98 -0.41 2.16  0.2422
H39 5.71 -1.72 1.86  0.3758
O15 7.28 -1.67 0.59  -0.6338
H40 7.59 -2.58 0.49  0.3021
H41 8.10 -1.16 0.69  0.3061
O16 6.70 3.26 -1.10  -0.5572
H42 6.38 4.15 -1.25  0.3047
H43 7.08 3.00 -1.95  0.2744
O17 -1.37 1.72 -6.88  -0.6123
H44 -1.42 2.65 -7.15  0.3000
H45 -0.69 1.35 -7.46  0.2951
O18 4.36 4.20 0.43  -0.5895
H46 4.66 3.91 1.31  0.3588
H47 3.71 3.53 0.18  0.1989
O19 -6.01 3.86 -1.69  -0.6375
H48 -5.71 2.95 -1.81  0.3066
H49 -5.20 4.37 -1.59  0.3169
O20 -3.25 3.97 -4.99  -0.6089
H50 -2.61 3.59 -4.38  0.2466
H51 -2.87 4.83 -5.21  0.3520
O21 -1.20 -5.87 3.49  -0.6672
H52 -0.34 -5.65 3.86  0.3322
H53 -1.63 -5.02 3.37  0.3436
O22 -5.63 -5.73 0.31  -0.5950
H54 -4.96 -5.58 0.99  0.3029
H55 -5.45 -6.62 0.00  0.2889
O23 1.05 -8.23 0.32  -0.6287
H56 1.91 -8.00 0.69  0.3007
H57 0.62 -7.38 0.17  0.3922
O24 6.52 4.56 -3.44  -0.5811
H58 5.69 5.01 -3.65  0.2971
H59 7.13 4.86 -4.12  0.2718
O25 6.11 3.44 2.78  -0.6266
H60 6.41 2.53 2.68  0.2979
H61 6.93 3.94 2.87  0.3020
O26 -1.82 6.73 -6.09  -0.6208
H62 -2.65 7.18 -6.29  0.3164
H63 -1.21 7.06 -6.76  0.2961
O27 0.34 5.63 3.36  -0.6085
H64 0.63 6.08 2.56  0.3004
H65 -0.25 6.25 3.79  0.2946
O28 1.31 -5.19 5.11  -0.5926
H66 2.25 -5.39 5.13  0.2915
H67 1.14 -4.81 5.98  0.2855

***

[3]
ORCA calculation (ωB97M-V with the def2-TZVPD basis set) on a structure of composition C15H68BNO30 at a distorted geometry.

Energy above the lowest of the compared OMol25 structures with the same formula, charge and spin: 352.6 kJ/mol
Kohn-Sham gap: 8.39 eV
Net charge: 0

Each line ends with the Mulliken charge.
Atoms and positions in Å:
C1 -45.73 41.59 3.60  -1.0155
C2 -44.40 42.06 4.41  -1.2355
C3 -44.06 41.26 5.66  2.4347
C4 -43.65 39.77 5.35  -3.3117
N1 -43.54 38.93 6.56  1.2256
C5 -42.35 39.31 7.37  -0.4108
C6 -41.13 38.24 6.96  -0.1019
C7 -41.93 37.18 6.10  -0.6151
C8 -43.41 37.43 6.28  0.6317
C9 -44.74 39.10 7.58  -0.2067
C10 -46.13 38.64 7.12  -1.4137
C11 -47.10 38.85 8.31  -2.5533
H1 -45.65 42.04 2.52  -0.8477
H2 -46.56 41.72 4.16  0.8212
H3 -45.89 40.58 3.41  0.7349
H4 -44.40 43.10 4.59  1.0824
H5 -43.66 41.95 3.66  0.0188
H6 -44.97 41.29 6.41  -1.4920
H7 -43.25 41.71 6.11  0.4680
H8 -42.90 39.74 4.57  0.8118
H9 -44.46 39.46 4.82  1.0925
H10 -42.60 39.14 8.45  0.4132
H11 -42.10 40.41 7.40  0.1595
H12 -40.42 38.01 7.82  0.4612
H13 -40.44 38.88 6.31  -0.3040
H14 -41.66 36.33 6.58  0.2930
H15 -41.63 37.15 5.02  0.4472
H16 -43.75 36.76 7.12  -0.6630
H17 -44.07 37.01 5.36  -0.0309
H18 -44.67 40.15 7.96  -0.5340
H19 -44.53 38.48 8.39  1.7866
H20 -46.03 37.75 6.93  1.7203
H21 -46.49 39.26 6.31  0.0103
H22 -48.05 38.47 8.23  0.5434
H23 -47.25 39.90 8.48  0.3763
H24 -46.80 38.65 9.19  0.9048
O1 -42.95 43.49 -0.13  -0.7895
C12 -43.43 42.34 -0.20  0.3672
O2 -43.45 41.48 0.73  0.0114
B1 -43.82 40.22 0.00  1.1007
O3 -44.29 40.62 -1.26  -0.7139
C13 -44.06 41.82 -1.30  0.5264
O4 -44.33 42.44 -2.30  -0.6717
O5 -44.86 39.64 0.87  0.0577
C14 -44.42 38.56 1.37  0.7802
O6 -45.21 37.80 2.10  -0.8223
C15 -43.13 38.25 0.96  0.2601
O7 -42.78 39.12 0.01  -0.5034
O8 -42.47 37.39 1.43  -0.6000
O9 -46.99 43.09 1.05  -0.5981
H25 -47.70 43.90 1.02  0.3120
H26 -46.84 43.25 1.92  0.3321
O10 -42.71 44.75 2.80  -0.6388
H27 -42.96 44.46 1.96  0.3034
H28 -42.00 44.08 2.75  0.2973
O11 -45.82 39.57 10.98  -0.8429
H29 -45.38 38.65 10.92  0.2623
H30 -44.97 40.01 10.67  0.4852
O12 -41.98 44.48 6.32  -0.6571
H31 -41.63 43.53 6.18  0.3314
H32 -42.84 44.47 6.17  0.3773
O13 -40.89 40.24 2.94  -0.4888
H33 -40.98 41.17 3.07  0.1461
H34 -40.27 40.05 3.64  0.3779
O14 -40.07 33.74 6.94  -0.6995
H35 -39.73 34.18 7.74  0.3328
H36 -39.87 34.20 6.12  0.3029
O15 -39.70 42.31 5.68  -0.5224
H37 -39.85 41.85 6.42  0.1685
H38 -39.18 43.10 6.01  0.3943
O16 -38.97 40.42 4.84  -0.9034
H39 -38.11 40.69 4.45  0.2800
H40 -39.20 41.45 4.97  0.3942
O17 -45.34 34.82 8.26  -0.6346
H41 -45.50 35.13 7.36  0.3206
H42 -44.56 34.35 8.05  0.2918
O18 -44.80 44.16 6.21  -0.7382
H43 -45.35 43.90 5.45  0.2192
H44 -44.85 45.13 6.15  0.3592
O19 -43.58 40.48 10.05  -0.6694
H45 -42.77 40.75 10.56  0.2497
H46 -43.74 41.22 9.47  0.1754
O20 -37.43 39.21 6.74  -0.6297
H47 -36.67 39.49 6.49  0.2090
H48 -38.13 39.58 6.18  0.5163
O21 -46.29 35.50 5.38  -0.6737
H49 -47.19 35.61 5.77  0.3212
H50 -46.11 36.09 4.49  0.3671
O22 -46.04 44.27 3.34  -0.5948
H51 -45.78 45.12 2.95  0.2638
H52 -46.94 44.44 3.84  0.3380
O23 -45.03 37.50 11.25  -0.5857
H53 -45.35 36.70 11.53  0.2337
H54 -44.59 37.89 12.05  0.3695
O24 -45.30 42.01 8.25  -0.7603
H55 -44.96 42.82 7.58  0.4641
H56 -46.11 41.77 7.90  0.0711
O25 -48.46 41.29 9.90  -0.6495
H57 -48.42 40.35 10.29  0.3232
H58 -49.43 41.37 9.76  0.3203
O26 -47.82 41.89 7.05  -0.5430
H59 -48.09 42.78 7.14  0.3060
H60 -48.14 41.52 7.85  0.2029
O27 -42.99 36.48 9.85  -0.5820
H61 -43.27 35.74 9.62  0.2422
H62 -43.69 37.04 10.19  0.3953
O28 -47.55 40.56 0.61  -0.6460
H63 -47.44 41.32 0.91  0.2982
H64 -46.78 40.05 0.59  0.4013
O29 -39.67 41.21 8.69  -0.5390
H65 -40.03 40.71 9.42  0.2769
H66 -39.85 42.05 8.64  0.2643
O30 -42.63 33.78 8.15  -0.5986
H67 -41.78 33.75 7.71  0.3096
H68 -42.59 33.06 8.79  0.2834

***

[4]
ORCA calculation (ωB97M-V with the def2-TZVPD basis set) on a structure of composition C15H6Br2CoF5NO2S at a distorted geometry.

Energy above the lowest of the compared OMol25 structures with the same formula, charge and spin: 0.0 kJ/mol
Multiplicity: 5
Kohn-Sham gap (alpha / beta): 6.30 / 4.19 eV
Net charge: +1

Each line ends with the Mulliken charge.
Atoms and positions in Å:
Co1 -0.66 -0.64 -0.33  0.4502
Br1 2.08 0.20 -4.50  -0.0220
C1 2.69 -0.17 -2.76  -0.4927
C2 4.04 -0.29 -2.48  -0.3570
C3 4.49 -0.63 -1.22  -0.0590
Br2 6.35 -0.80 -0.94  -0.0996
C4 3.57 -0.85 -0.15  0.8140
C5 3.93 -1.21 1.16  -0.5876
C6 2.93 -1.40 2.09  -0.8474
C7 1.59 -1.23 1.73  -0.0604
N1 1.24 -0.89 0.51  -0.8944
C8 2.20 -0.71 -0.43  0.7342
C9 1.71 -0.37 -1.75  1.3929
O1 0.47 -0.29 -1.96  -0.6336
H1 4.76 -0.12 -3.28  0.4662
H2 4.97 -1.33 1.42  0.3765
H3 3.17 -1.68 3.11  0.4290
H4 0.80 -1.37 2.45  0.4909
O2 -1.27 -2.57 -1.12  -0.5261
H5 -1.13 -2.76 -2.05  0.3163
H6 -2.09 -3.01 -0.85  0.3352
F1 -5.26 4.18 0.63  -0.2751
C10 -4.57 3.06 0.78  0.5701
C11 -5.04 2.05 1.62  0.1997
F2 -6.19 2.20 2.26  -0.2660
C12 -4.30 0.88 1.80  0.1594
F3 -4.75 -0.07 2.60  -0.3059
C13 -3.09 0.69 1.13  0.2890
S1 -2.18 -0.76 1.36  -0.2996
C14 -2.66 1.71 0.27  0.4349
F4 -1.49 1.50 -0.41  -0.1670
C15 -3.37 2.87 0.07  -0.2774
F5 -2.94 3.80 -0.76  -0.2876

***

| no. | total energy (a.u.) |
| --- | --- |
| 1 | -3379.34817 |
| 2 | -8603.66021 |
| 3 | -2948.85875 |
| 4 | -8208.53167 |